# 1
{"formula": "C17H39MoO2P3", "method": "wB97M-V/def2-TZVPD", "spin_multiplicity": 3, "e_above_lowest_kj_mol": 168.8, "molar_mass_g_mol": 464.36, "homo_ev": [-21.71, -22.23], "charge": 4, "e_tot_ha": -1911.982855, "largest_force_ev_per_a": 4.02, "elements": ["Mo", "P", "P", "P", "H", "C", "C", "H", "C", "C", "C", "C", "C", "C", "C", "C", "C", "H", "H", "H", "H", "H", "H", "H", "H", "H", "H", "H", "H", "H", "H", "H", "H", "H", "H", "H", "H", "H", "H", "H", "H", "H", "H", "H", "H", "H", "C", "C", "C", "C", "C", "C", "O", "H", "H", "H", "H", "H", "H", "O", "H", "H"], "coordinates": [[0.7416, 0.2244, -0.3103], [-1.3463, -1.1665, 0.5542], [1.5417, 0.1927, 2.1362], [1.7086, -1.6804, -1.2926], [1.1168, 2.4825, -0.2617], [0.8849, 2.0930, -1.3008], [0.6305, 3.2915, -2.1943], [0.9600, 4.2837, -1.8697], [-2.8097, -0.2893, 1.2910], [-1.2616, -2.5815, 1.7330], [-2.3446, -2.0618, -0.7416], [2.9153, 1.4213, 2.0388], [0.4471, 0.8033, 3.4492], [2.2355, -1.3742, 2.7890], [1.2541, -1.9345, -3.0364], [1.6986, -3.3477, -0.6372], [3.4507, -1.1290, -1.2705], [1.7753, 1.4648, -1.6341], [-0.0982, 3.2100, -2.9784], [-3.4518, 0.0899, 0.4830], [-2.4813, 0.5443, 1.9171], [-3.3845, -1.0154, 1.8829], [-0.9947, -2.2388, 2.7361], [-0.5389, -3.3333, 1.4122], [-2.2541, -3.0442, 1.7715], [-3.0510, -1.3619, -1.2253], [-2.9287, -2.8451, -0.2209], [-1.6875, -2.5198, -1.4997], [3.7165, 1.1986, 2.7618], [2.5043, 2.4249, 2.2396], [3.3382, 1.4212, 1.0203], [0.8261, 0.5369, 4.4413], [-0.5371, 0.3509, 3.3184], [0.2990, 1.8823, 3.3759], [3.2345, -1.2208, 3.2193], [2.3124, -2.1105, 1.9796], [1.5712, -1.7873, 3.5585], [1.6219, -2.9182, -3.3204], [1.6990, -1.1514, -3.6549], [0.1642, -1.8996, -3.1461], [2.0128, -4.0046, -1.4531], [0.7017, -3.6514, -0.3103], [2.4013, -3.4620, 0.1910], [4.0402, -1.8719, -1.8234], [3.8277, -1.0615, -0.2376], [3.5518, -0.1430, -1.7470], [-3.2473, 1.2069, -1.8122], [-2.7648, 2.2719, -0.8724], [-1.4436, 1.7109, -0.3919], [-0.5204, 1.4166, -1.4570], [-1.0812, 1.0997, -2.8452], [-2.4226, 0.9174, -2.9585], [-4.2368, 0.6121, -1.3848], [-3.6037, 2.3660, -0.1175], [-2.5208, 3.2297, -1.3944], [-1.0195, 2.1148, 0.5397], [0.3658, -0.4179, -1.7950], [-0.4618, 1.2597, -3.7134], [-2.9021, 0.4835, -3.8097], [-1.2135, 3.3476, 2.4953], [-0.8547, 4.2515, 2.4745], [-2.0868, 3.4191, 2.9085]], "atomic_forces_ev_per_a": [[-0.85, -1.02, 2.42], [-2.55, -1.41, -0.01], [0.68, -0.79, 1.71], [1.05, -1.56, -1.44], [-0.29, -0.13, -0.58], [-0.07, 2.24, -0.83], [0.57, 0.40, 0.66], [0.04, -0.42, -0.07], [0.65, 0.82, -0.03], [1.30, 0.25, 0.44], [0.65, 0.41, -0.79], [-0.37, 0.20, -0.71], [-0.50, 0.09, -0.34], [-0.01, -0.30, -0.43], [0.07, 0.05, 0.29], [-0.20, -0.24, 0.77], [-0.27, 0.63, 0.48], [-0.15, 0.34, -0.41], [0.16, 0.08, -0.34], [0.19, -0.18, 0.36], [-0.28, -0.11, 0.19], [0.28, 0.15, -0.13], [0.01, -0.10, -0.04], [-0.06, 0.01, 0.10], [0.13, 0.30, -0.14], [0.43, -0.47, 0.14], [0.38, 0.44, -0.26], [-0.43, -0.02, 0.21], [-0.30, -0.07, -0.20], [0.18, -0.34, -0.03], [0.27, 0.10, 0.31], [0.18, -0.02, -0.20], [-0.03, -0.09, 0.20], [0.07, -0.06, 0.00], [-0.28, 0.07, -0.05], [0.09, 0.10, 0.29], [0.13, 0.16, -0.14], [0.03, 0.04, -0.37], [0.01, -0.09, -0.09], [0.14, -0.17, -0.07], [0.01, 0.04, 0.05], [0.10, -0.08, -0.12], [-0.09, 0.01, -0.01], [-0.03, 0.11, -0.05], [-0.03, -0.14, -0.30], [0.24, -0.29, -0.09], [-3.11, -0.98, 1.94], [-0.30, -1.10, 1.82], [1.17, 3.38, -1.83], [-2.02, -0.13, -0.81], [-1.19, 1.13, 1.10], [1.61, -0.36, -0.30], [1.66, 0.43, -1.94], [1.35, 0.35, -0.61], [0.07, -0.38, 0.32], [-0.34, -0.48, 0.52], [-0.41, -0.07, 0.57], [0.42, -0.87, -0.15], [-0.12, 0.11, -0.80], [0.15, 0.05, -0.50], [-0.32, -0.21, 0.22], [0.17, 0.20, 0.08]], "mulliken_spin": [1.33, -0.05, -0.04, -0.09, 0.02, 0.06, 0.66, -0.02, 0.01, 0.00, 0.01, 0.01, 0.00, 0.02, 0.00, 0.03, 0.03, 0.13, 0.07, 0.00, 0.00, 0.00, 0.00, 0.00, 0.00, 0.00, 0.00, 0.00, 0.00, 0.00, 0.00, 0.00, 0.00, 0.00, 0.00, -0.01, 0.00, 0.00, 0.00, 0.00, 0.00, 0.00, 0.00, 0.01, 0.00, -0.01, 0.01, 0.01, 0.05, -0.15, 0.04, -0.01, 0.00, 0.00, -0.02, -0.03, -0.05, -0.01, 0.00, 0.00, 0.00, 0.00]}

***

# 2
{"formula": "C2H8NO2", "method": "wB97M-V/def2-TZVPD", "spin_multiplicity": 2, "e_above_lowest_kj_mol": 115.8, "molar_mass_g_mol": 78.09, "homo_ev": [-10.11, -9.99], "e_tot_ha": -286.103885, "largest_force_ev_per_a": 2.41, "elements": ["C", "O", "H", "H", "H", "N", "C", "O", "H", "H", "H", "H", "H"], "coordinates": [[0.4216, 2.2137, 0.2604], [-0.1583, 1.1898, 1.0175], [1.5069, 2.1305, 0.3266], [-0.0417, 2.2168, -0.7434], [0.1290, 3.1669, 0.7207], [-1.1478, -1.5344, -0.7170], [0.1723, -1.8483, -0.1729], [0.8419, -0.8734, 0.5811], [-1.7476, -1.2176, 0.0491], [-1.0969, -0.6567, -1.2362], [0.0505, -2.7843, 0.4011], [0.7518, -2.0725, -1.0712], [0.3183, 0.0695, 0.5842]], "atomic_forces_ev_per_a": [[-1.05, -0.47, -0.05], [-0.27, 1.53, 0.10], [0.08, 0.14, -0.37], [0.76, 0.08, 0.11], [0.07, -0.06, 0.26], [-0.21, 1.24, 0.93], [-0.60, -0.65, -1.09], [-0.39, 1.00, 0.05], [-0.05, -0.59, 0.09], [0.31, -0.33, -0.44], [0.23, 0.50, 0.08], [0.38, -0.11, 0.13], [0.75, -2.28, 0.20]], "mulliken_spin": [-0.02, 0.71, 0.03, 0.00, 0.07, 0.01, -0.01, 0.23, 0.00, 0.00, 0.01, 0.00, -0.04]}

***

# 3
{"formula": "C19H41N9O9PSY", "method": "wB97M-V/def2-TZVPD", "e_above_lowest_kj_mol": 289.8, "molar_mass_g_mol": 691.54, "homo_ev": [-13.62, -13.62], "charge": 2, "e_tot_ha": -2696.200423, "largest_force_ev_per_a": 0.12, "elements": ["Y", "O", "C", "O", "C", "O", "C", "C", "O", "O", "H", "H", "H", "H", "H", "C", "C", "N", "N", "C", "S", "N", "N", "H", "H", "H", "H", "H", "H", "C", "N", "C", "P", "O", "N", "C", "C", "N", "C", "C", "H", "H", "H", "H", "H", "H", "H", "H", "H", "H", "H", "H", "H", "H", "H", "H", "H", "H", "C", "N", "C", "C", "C", "N", "C", "C", "O", "H", "H", "H", "H", "H", "H", "H", "H", "H", "H", "H", "H", "O", "O"], "coordinates": [[0.6985, -0.6814, -0.2581], [4.1424, 1.8459, -1.8215], [3.1630, 1.2321, -1.1911], [2.5054, 0.3300, -1.6644], [2.8928, 1.8019, 0.1827], [2.2096, 0.8556, 0.9883], [3.0935, 0.0459, 1.8085], [3.4246, -1.3239, 1.1935], [4.3216, -1.9530, 1.7063], [2.6484, -1.6906, 0.2295], [4.2732, 1.4468, -2.6980], [2.2456, 2.6709, 0.0506], [3.8200, 2.1290, 0.6515], [2.5612, -0.1263, 2.7441], [4.0064, 0.5936, 2.0336], [0.7717, -6.3276, -0.9667], [0.6027, -5.2553, -1.9725], [0.5246, -5.4076, -3.2530], [0.3888, -4.1415, -3.7499], [0.3834, -3.1999, -2.8112], [0.2869, -1.5221, -2.9729], [0.5067, -3.9077, -1.6604], [0.5581, -3.2865, -0.4185], [0.8324, -7.2813, -1.4834], [-0.0725, -6.3564, -0.2763], [1.6869, -6.1788, -0.3920], [0.3314, -3.9951, -4.7447], [1.4874, -3.3849, -0.0028], [-0.1524, -3.6636, 0.2000], [0.3036, 2.1787, -4.0963], [-0.7493, 2.7878, -3.2749], [-1.7000, 3.6174, -4.0182], [-0.9695, 2.3568, -1.7326], [0.0869, 1.4478, -1.2075], [-1.3035, 3.6796, -0.8536], [-0.9310, 5.0441, -1.2442], [-1.5279, 3.5323, 0.5889], [-2.4528, 1.3342, -1.6650], [-2.6888, 0.6217, -2.9581], [-3.7185, 1.9550, -1.1953], [-0.1417, 1.5695, -4.8856], [0.9434, 1.5482, -3.4836], [0.9045, 2.9642, -4.5559], [-2.1420, 3.0441, -4.8350], [-1.1899, 4.4815, -4.4464], [-2.4964, 3.9788, -3.3691], [-0.6037, 5.0813, -2.2771], [-0.1156, 5.4002, -0.6124], [-1.7857, 5.7091, -1.1176], [-1.6402, 2.4841, 0.8594], [-2.4172, 4.0879, 0.8901], [-0.6710, 3.9289, 1.1379], [-1.7583, 0.1958, -3.3233], [-3.1146, 1.3045, -3.6889], [-3.3890, -0.1882, -2.7634], [-3.6075, 2.3230, -0.1818], [-4.4935, 1.1916, -1.2147], [-4.0059, 2.7727, -1.8534], [1.9982, -2.6798, 3.8932], [0.8647, -1.7706, 4.0494], [0.5933, -1.3290, 5.4217], [-0.8257, -0.8224, 5.5741], [-1.1249, 0.1603, 4.4599], [-0.8840, -0.4947, 3.1720], [-1.8351, -0.4435, 2.1079], [0.1444, -1.3795, 2.9972], [0.3743, -1.7955, 1.8279], [1.8299, -3.5665, 4.5038], [2.9201, -2.1969, 4.2188], [2.1077, -2.9683, 2.8555], [1.3161, -0.5535, 5.6914], [0.7719, -2.1800, 6.0784], [-0.9389, -0.3436, 6.5455], [-1.5306, -1.6545, 5.5265], [-0.4966, 1.0507, 4.5499], [-2.1648, 0.4800, 4.4886], [-2.1404, -1.4340, 1.7768], [-2.1578, 0.4948, -0.9860], [-2.6993, 0.1312, 2.4389], [-1.2696, 0.2002, 0.9475], [-1.6201, -0.6053, -0.2123]], "atomic_forces_ev_per_a": [[0.01, -0.02, -0.11], [0.00, 0.01, 0.00], [-0.01, 0.00, -0.02], [0.06, 0.03, 0.02], [-0.01, 0.00, 0.00], [0.00, 0.00, 0.01], [-0.02, -0.01, 0.03], [0.00, -0.01, 0.00], [-0.01, -0.01, 0.00], [-0.01, 0.05, 0.00], [0.00, 0.00, 0.00], [0.00, 0.00, 0.00], [0.00, 0.00, 0.00], [0.02, 0.01, 0.02], [0.01, 0.00, -0.02], [0.00, 0.00, 0.00], [0.00, 0.00, -0.01], [-0.01, 0.00, 0.00], [0.02, 0.00, 0.01], [-0.03, 0.00, -0.01], [0.00, 0.01, 0.02], [0.02, 0.01, 0.01], [0.00, -0.01, 0.01], [0.00, 0.00, 0.00], [0.00, 0.00, 0.00], [0.00, 0.00, 0.00], [0.00, 0.00, 0.00], [0.00, 0.00, -0.01], [-0.01, 0.00, -0.01], [0.00, -0.01, 0.01], [0.02, 0.00, 0.00], [0.00, 0.00, 0.00], [0.02, 0.03, 0.00], [-0.04, -0.07, -0.02], [-0.01, -0.07, -0.01], [-0.01, 0.03, -0.03], [0.00, 0.02, 0.04], [-0.04, -0.04, 0.03], [0.00, 0.01, -0.01], [0.01, 0.01, 0.00], [0.00, 0.00, 0.00], [0.00, 0.01, 0.00], [0.00, 0.00, 0.00], [0.00, 0.00, 0.00], [0.00, 0.00, 0.00], [0.00, 0.00, 0.00], [0.01, 0.00, 0.00], [0.00, -0.01, 0.01], [0.00, 0.00, 0.00], [0.00, -0.01, 0.00], [0.00, 0.00, -0.01], [0.00, 0.00, -0.01], [-0.01, 0.00, 0.00], [0.00, 0.00, 0.00], [0.00, 0.00, -0.01], [0.00, 0.00, 0.00], [0.00, 0.00, 0.00], [0.00, 0.00, 0.00], [0.01, 0.02, 0.00], [0.00, 0.00, -0.01], [0.00, 0.01, 0.00], [0.00, 0.00, 0.00], [-0.01, 0.00, 0.00], [0.01, -0.01, -0.01], [0.01, 0.02, -0.02], [-0.01, -0.02, 0.00], [-0.03, -0.01, 0.07], [0.00, 0.00, 0.00], [0.00, 0.00, 0.00], [0.00, 0.00, -0.01], [0.00, 0.00, 0.00], [0.00, 0.00, 0.00], [0.00, 0.00, 0.00], [0.00, 0.00, 0.00], [0.00, 0.00, 0.00], [0.00, 0.00, 0.00], [0.00, -0.01, 0.00], [0.03, 0.02, 0.03], [0.00, 0.00, 0.00], [-0.03, 0.03, 0.03], [0.03, 0.02, 0.00]], "lowdin_charge": [1.48, 0.19, -0.47, -0.01, -0.08, -0.20, -0.05, -0.63, 0.09, -0.17, 0.16, 0.15, 0.15, 0.12, 0.14, 0.02, -0.30, 0.15, 0.05, -0.71, 0.70, -0.07, 0.07, 0.10, 0.09, 0.10, 0.17, 0.10, 0.13, -0.05, -0.30, -0.08, 0.63, -0.32, -0.29, -0.06, -0.08, -0.22, -0.04, -0.02, 0.10, 0.05, 0.10, 0.09, 0.10, 0.08, 0.07, 0.10, 0.10, 0.06, 0.10, 0.10, 0.03, 0.09, 0.11, 0.08, 0.11, 0.10, 0.01, -0.05, -0.13, -0.13, -0.12, 0.00, -0.13, -0.43, -0.08, 0.11, 0.11, 0.08, 0.14, 0.13, 0.13, 0.13, 0.13, 0.13, 0.14, 0.06, 0.14, -0.27, -0.32]}

***

# 4
{"formula": "C39H33F6Zr", "method": "wB97M-V/def2-TZVPD", "molar_mass_g_mol": 706.91, "homo_ev": -2.93, "charge": -1, "e_tot_ha": -2152.244000, "largest_force_ev_per_a": 1.58, "elements": ["F", "C", "F", "F", "C", "C", "C", "C", "C", "C", "C", "C", "C", "C", "F", "F", "F", "C", "C", "C", "C", "H", "H", "H", "H", "H", "H", "H", "H", "H", "C", "C", "C", "C", "C", "Zr", "C", "C", "C", "C", "C", "C", "C", "C", "C", "C", "C", "C", "C", "C", "C", "C", "C", "C", "C", "H", "H", "H", "H", "H", "H", "H", "H", "H", "H", "H", "H", "H", "H", "H", "H", "H", "H", "H", "H", "H", "H", "H", "H"], "coordinates": [[-1.4161, -3.9330, 4.6028], [-1.3189, -4.6133, 3.4176], [0.0027, -4.9452, 3.2730], [-2.0151, -5.7838, 3.5699], [-1.7951, -3.7863, 2.2605], [-1.2285, -3.9450, 0.9965], [-1.5084, -3.0215, 0.0093], [-2.3241, -1.8728, 0.2609], [-2.4220, -0.8341, -0.7206], [-3.6197, -0.1917, -1.1377], [-4.7854, 0.0146, -0.3380], [-5.8228, 0.8187, -0.7750], [-5.8023, 1.3244, -2.0670], [-6.9006, 2.2515, -2.4934], [-6.5286, 3.0406, -3.5423], [-8.0297, 1.5714, -2.8786], [-7.2766, 3.0971, -1.4836], [-4.7663, 0.9993, -2.9476], [-3.6825, 0.2794, -2.4852], [-2.9707, -1.8318, 1.5267], [-2.7499, -2.8018, 2.4896], [-0.5754, -4.7970, 0.8023], [-1.0832, -3.1526, -0.9891], [-1.5670, -0.6739, -1.3766], [-4.8850, -0.4208, 0.6471], [-6.6606, 1.0472, -0.1165], [-4.8231, 1.3226, -3.9815], [-2.8411, 0.0534, -3.1460], [-3.6008, -0.9936, 1.8033], [-3.2903, -2.7826, 3.4317], [1.5183, 4.8526, -2.7761], [0.7674, 4.9311, -1.5932], [0.5975, 3.7985, -0.7949], [1.2060, 2.5702, -1.1524], [0.9616, 1.3603, -0.3238], [2.8668, -0.3127, -0.2059], [2.6491, -1.2908, 1.8548], [1.6795, -0.4509, 2.5883], [0.3000, -0.6597, 2.3806], [-0.6377, 0.1585, 2.9934], [-0.2207, 1.1888, 3.8449], [1.1463, 1.3904, 4.0796], [2.0930, 0.5865, 3.4545], [4.6869, 0.9283, -1.1642], [4.4148, 1.5642, 0.1011], [4.8543, 0.6729, 1.1326], [5.3717, -0.5088, 0.5219], [5.2566, -0.3643, -0.8895], [1.7133, -0.8029, -2.3385], [1.0759, -1.4961, -1.2625], [1.9631, -2.5140, -0.7876], [3.1898, -2.3932, -1.5112], [3.0293, -1.3424, -2.4799], [1.9883, 2.5232, -2.3265], [2.1379, 3.6490, -3.1313], [1.6215, 5.7234, -3.4271], [0.3183, 5.8857, -1.2992], [-0.0098, 3.8283, 0.1137], [0.7441, 1.6721, 0.7225], [0.0722, 0.8303, -0.6938], [2.2966, -2.3216, 1.7444], [3.6277, -1.3108, 2.3399], [-0.0063, -1.4484, 1.6858], [-1.6962, 0.0058, 2.7888], [-0.9651, 1.8159, 4.3352], [1.4742, 2.1907, 4.7427], [3.1619, 0.7640, 3.5924], [4.6042, 1.3976, -2.1423], [4.0400, 2.5762, 0.2431], [4.8556, 0.8872, 2.1988], [5.8392, -1.3495, 1.0420], [5.6621, -1.0535, -1.6294], [1.2536, -0.0345, -2.9572], [0.0902, -1.2961, -0.8593], [1.7008, -3.2689, -0.0483], [4.0466, -3.0585, -1.4101], [3.7317, -1.0712, -3.2668], [2.4643, 1.5825, -2.6121], [2.7510, 3.5750, -4.0309]], "atomic_forces_ev_per_a": [[0.00, -0.73, -0.60], [0.00, 0.36, -0.34], [-0.77, -0.16, 0.26], [0.54, 0.39, 0.25], [0.11, -0.58, 0.79], [0.10, 0.25, -0.10], [0.09, -0.02, 0.03], [0.22, 0.46, -0.04], [-0.29, -0.33, 0.07], [0.33, 0.08, 0.26], [-0.28, 0.12, -0.08], [0.31, -0.47, -0.04], [-0.66, 0.84, -0.40], [0.62, -0.41, 0.18], [-0.53, -0.32, 0.36], [0.21, 0.70, 0.06], [-0.13, -0.40, -0.65], [0.32, -0.10, 0.34], [-0.24, 0.29, -0.03], [-0.33, -0.41, 0.17], [0.16, 0.26, -0.45], [-0.05, 0.26, 0.02], [-0.21, 0.03, 0.32], [-0.40, -0.52, -0.30], [0.17, 0.13, -0.15], [0.20, -0.08, -0.11], [0.12, 0.07, 0.09], [-0.32, 0.05, 0.16], [0.11, -0.18, -0.17], [0.27, 0.22, -0.01], [0.06, -0.08, 0.05], [0.15, -0.12, -0.15], [0.54, -0.14, -0.45], [-0.23, 0.46, -0.26], [1.27, -0.58, 0.73], [-0.91, 0.75, 0.51], [0.49, -0.78, 0.05], [-0.31, 0.21, 0.15], [0.35, 0.24, -0.04], [0.10, 0.25, 0.12], [0.18, -0.20, 0.00], [-0.27, 0.02, -0.10], [-0.33, -0.24, -0.48], [0.64, -0.04, 0.73], [0.99, -0.33, -0.01], [0.07, 0.34, -0.86], [-0.12, 0.60, -0.43], [0.71, 1.10, 0.50], [0.34, -0.98, 0.19], [0.26, -0.96, -0.36], [-0.36, 0.24, -0.94], [-0.78, 0.05, -0.15], [-1.11, -0.42, -0.02], [-0.40, 0.35, 0.30], [-0.16, 0.14, 0.18], [-0.01, -0.20, 0.27], [0.09, -0.37, -0.15], [0.19, 0.05, -0.30], [0.02, -0.21, -0.53], [0.22, 0.11, 0.17], [0.01, 0.27, 0.28], [-0.23, -0.09, 0.12], [-0.05, 0.21, 0.32], [0.28, 0.03, 0.09], [0.22, -0.09, -0.12], [-0.10, -0.15, -0.11], [-0.33, -0.07, 0.12], [-0.18, -0.26, 0.35], [-0.04, -0.38, -0.09], [-0.22, -0.15, -0.36], [-0.47, 0.27, -0.22], [-0.35, 0.20, 0.28], [0.21, -0.20, 0.37], [0.34, -0.08, -0.17], [0.23, 0.38, -0.17], [-0.21, 0.38, 0.03], [-0.09, 0.03, 0.45], [-0.15, 0.46, 0.11], [-0.20, 0.14, 0.14]], "lowdin_charge": [0.10, -0.53, 0.09, 0.10, -0.18, -0.05, -0.07, -0.24, -0.09, -0.23, -0.04, -0.05, -0.19, -0.54, 0.10, 0.09, 0.09, -0.05, -0.05, -0.06, -0.04, 0.12, 0.11, 0.06, 0.07, 0.12, 0.11, 0.10, 0.09, 0.12, -0.12, -0.10, -0.05, -0.31, -0.16, 1.55, -0.22, -0.32, -0.04, -0.07, -0.10, -0.10, -0.07, -0.22, -0.18, -0.18, -0.16, -0.21, -0.17, -0.22, -0.18, -0.18, -0.19, -0.09, -0.10, 0.09, 0.10, 0.11, 0.05, 0.04, 0.05, 0.04, 0.10, 0.09, 0.09, 0.09, 0.09, 0.11, 0.12, 0.10, 0.12, 0.11, 0.12, 0.06, 0.11, 0.11, 0.12, 0.06, 0.09]}